{
  "formula": "C44H76N2O7PS3SeTi",
  "method": "wB97M-V/def2-TZVPD",
  "homo_lumo_gap_ev": [5.02, 6.80],
  "homo_energy_ev": [-2.852, -4.636],
  "relative_energy_ev": 0.000,
  "molar_mass_g_mol": 999.10,
  "s_squared": 2.00,
  "total_charge": -1,
  "spin_multiplicity": 3,
  "lumo_energy_ev": [2.17, 2.17],
  "species": ["Ti", "C", "O", "C", "C", "O", "C", "C", "O", "C", "H", "H", "H", "H", "H", "H", "H", "H", "H", "H", "H", "H", "H", "H", "C", "C", "C", "C", "C", "C", "C", "Se", "C", "C", "C", "C", "C", "C", "O", "C", "C", "C", "C", "C", "C", "C", "C", "C", "O", "C", "C", "C", "C", "C", "C", "H", "H", "H", "H", "H", "H", "H", "H", "H", "H", "H", "H", "H", "H", "H", "H", "H", "H", "H", "H", "H", "H", "H", "H", "H", "H", "H", "H", "H", "H", "H", "H", "H", "H", "H", "H", "H", "H", "H", "H", "S", "C", "N", "C", "C", "C", "N", "H", "H", "H", "H", "H", "H", "H", "H", "C", "C", "C", "O", "P", "S", "S", "O", "C", "C", "C", "H", "H", "H", "H", "H", "H", "H", "H", "H", "H", "H", "H", "H", "H"],
  "positions_angstrom": [[-0.644923, 0.881471, 0.046607], [0.038849, -0.992884, 3.076715], [-0.605222, 0.190783, 2.637377], [-0.173549, 1.330729, 3.333383], [-0.939000, 2.512221, 2.797753], [-0.518814, 2.741605, 1.459706], [-1.105169, 3.884489, 0.848245], [-2.528370, 3.626752, 0.419956], [-2.511175, 2.422765, -0.303969], [-3.786910, 2.060582, -0.795385], [1.123404, -0.922670, 2.950422], [-0.196567, -1.178550, 4.132476], [-0.340371, -1.812309, 2.469278], [-0.374849, 1.227664, 4.409609], [0.902127, 1.485277, 3.185759], [-2.012338, 2.297250, 2.833912], [-0.730323, 3.403653, 3.401379], [-1.045098, 4.749391, 1.519265], [-0.513536, 4.071366, -0.040736], [-3.217735, 3.545150, 1.273374], [-2.852319, 4.456807, -0.218559], [-4.152440, 2.838197, -1.477193], [-3.677284, 1.113146, -1.318616], [-4.494140, 1.940188, 0.032373], [-0.942245, -6.562224, 0.439578], [-2.080653, -5.897876, 1.214022], [-3.401016, -6.543644, 0.769415], [-1.863686, -6.173984, 2.708840], [-2.131596, -4.390908, 0.974079], [-1.249425, -3.719441, 0.148156], [-1.325083, -2.341713, -0.005771], [-0.058433, -1.426090, -1.120680], [1.558723, -1.598626, -0.078958], [2.203129, -2.821265, 0.009807], [3.368305, -2.960693, 0.749649], [3.893435, -1.793132, 1.306436], [3.312488, -0.538226, 1.202656], [2.041127, -0.430923, 0.561626], [1.329813, 0.653938, 0.600320], [4.056639, 0.657417, 1.825210], [4.027903, 0.536862, 3.356171], [5.524252, 0.651032, 1.359505], [3.493665, 2.032139, 1.439262], [4.080856, -4.294951, 0.958995], [3.354743, -5.445006, 0.260871], [4.139752, -4.613340, 2.460265], [5.510276, -4.224256, 0.403587], [-2.309170, -1.551323, 0.622100], [-2.336991, -0.256343, 0.486929], [-3.260941, -2.252236, 1.432661], [-3.124201, -3.619252, 1.591873], [-4.422490, -1.488402, 2.073113], [-5.309044, -0.931626, 0.948865], [-5.301727, -2.379355, 2.954699], [-3.901371, -0.341232, 2.951420], [-0.936077, -7.635856, 0.643212], [0.028410, -6.158774, 0.734502], [-1.057495, -6.423615, -0.637196], [-3.375020, -7.624674, 0.936147], [-3.575776, -6.359894, -0.292342], [-4.248942, -6.137043, 1.322555], [-1.838476, -7.250623, 2.902339], [-2.662464, -5.739456, 3.312145], [-0.918735, -5.739758, 3.042316], [-0.478057, -4.252568, -0.391922], [1.767628, -3.668563, -0.503990], [4.822674, -1.874817, 1.860037], [4.476844, -0.402714, 3.686172], [3.001046, 0.565123, 3.726830], [4.578665, 1.362900, 3.816869], [6.065036, -0.239555, 1.679650], [6.045775, 1.519354, 1.771431], [5.575513, 0.704748, 0.270268], [2.496026, 2.194685, 1.837234], [3.422638, 2.147035, 0.356585], [4.165988, 2.803648, 1.829342], [2.337573, -5.559156, 0.640733], [3.888438, -6.381515, 0.440323], [3.301206, -5.289030, -0.818362], [3.131014, -4.690282, 2.871397], [4.666225, -3.831789, 3.010645], [4.658802, -5.560710, 2.634164], [5.492993, -3.999154, -0.664534], [6.027339, -5.177358, 0.549393], [6.092269, -3.445702, 0.899458], [-3.836988, -4.133716, 2.223417], [-5.759414, -1.752317, 0.385818], [-4.717564, -0.333635, 0.260592], [-6.114244, -0.317082, 1.365637], [-5.766264, -3.183847, 2.380189], [-6.100684, -1.771631, 3.386764], [-4.738003, -2.822176, 3.779697], [-3.294715, 0.339261, 2.359313], [-3.281399, -0.734481, 3.762097], [-4.742060, 0.202062, 3.396199], [-3.288539, -0.955470, -3.126625], [-3.154941, 0.431863, -4.062991], [-4.216333, 1.254702, -4.250330], [-4.074666, 2.619806, -4.735713], [-3.056756, 2.625761, -5.860605], [-1.759388, 2.041150, -5.337587], [-2.009442, 0.764056, -4.681047], [-5.017060, 1.004182, -3.696358], [-3.736175, 3.291704, -3.938021], [-5.049834, 2.961977, -5.084396], [-2.879469, 3.645895, -6.201766], [-3.436664, 2.036818, -6.699660], [-1.304417, 2.737002, -4.635607], [-1.051201, 1.874911, -6.151418], [-1.203624, 0.274731, -4.324692], [3.170924, 5.039722, -4.568359], [2.360388, 3.755993, -4.627171], [3.068885, 2.608913, -3.928120], [1.013094, 4.025204, -4.177433], [0.378996, 3.897652, -2.703356], [-1.243254, 5.014539, -2.697502], [0.208567, 1.959812, -2.275426], [1.559030, 4.519820, -1.769676], [1.439892, 5.655359, -0.896380], [2.004595, 6.887916, -1.575555], [2.169102, 5.298690, 0.386531], [4.115998, 4.907021, -5.099303], [3.386209, 5.299657, -3.533855], [2.619015, 5.858953, -5.030290], [2.216572, 3.483869, -5.676254], [3.213490, 2.819086, -2.868542], [4.048516, 2.480478, -4.395519], [2.510544, 1.680206, -4.013012], [0.379964, 5.829525, -0.701135], [3.064692, 6.750564, -1.797749], [1.900321, 7.756305, -0.921618], [1.465038, 7.080951, -2.503066], [3.232692, 5.150412, 0.189841], [1.774457, 4.373732, 0.805889], [2.059781, 6.100811, 1.120913]],
  "forces_ev_per_a": [[-0.02, 0.71, 0.15], [0.00, -0.01, 0.01], [-0.05, 0.02, -0.01], [0.01, 0.02, -0.01], [0.02, -0.02, 0.07], [-0.03, -0.04, -0.02], [-0.06, 0.03, 0.04], [0.01, 0.01, 0.05], [0.03, -0.11, 0.01], [0.00, 0.00, -0.07], [-0.01, 0.01, 0.00], [0.00, 0.00, 0.00], [0.00, 0.00, 0.00], [0.00, -0.01, 0.00], [0.00, -0.01, 0.00], [0.00, 0.01, -0.01], [0.02, 0.00, -0.01], [0.01, -0.01, 0.00], [0.03, 0.01, -0.03], [0.01, -0.02, 0.00], [-0.02, 0.00, 0.00], [0.01, 0.00, 0.00], [0.00, -0.01, 0.02], [0.00, 0.00, 0.00], [0.00, 0.01, 0.00], [0.00, -0.01, 0.01], [0.01, 0.00, 0.00], [0.00, 0.00, 0.00], [-0.02, 0.00, 0.01], [0.01, 0.01, -0.01], [0.01, -0.01, 0.01], [0.11, -0.23, -0.19], [-0.02, 0.03, 0.02], [0.00, -0.02, -0.02], [0.01, 0.01, 0.01], [-0.01, 0.00, -0.02], [0.02, 0.11, -0.06], [0.01, -0.08, 0.00], [0.00, -0.15, 0.06], [0.01, 0.02, 0.01], [0.00, -0.01, -0.01], [-0.03, -0.01, 0.00], [0.03, 0.00, -0.01], [0.01, -0.01, -0.01], [0.00, 0.01, 0.01], [0.00, 0.00, -0.01], [0.00, 0.00, 0.00], [-0.03, -0.08, 0.06], [-0.10, -0.09, -0.15], [0.01, 0.06, 0.01], [0.00, -0.01, -0.02], [-0.01, 0.00, 0.02], [0.02, -0.01, 0.01], [0.03, -0.01, -0.01], [-0.01, 0.02, -0.01], [0.00, 0.00, 0.00], [-0.01, 0.00, 0.00], [0.01, 0.00, 0.00], [0.00, 0.00, 0.00], [0.00, 0.00, 0.00], [0.00, 0.00, 0.00], [0.00, 0.00, 0.00], [0.00, 0.00, 0.00], [0.00, 0.00, 0.00], [0.00, 0.00, 0.00], [0.00, 0.00, 0.00], [0.03, 0.02, 0.00], [0.00, 0.01, 0.01], [-0.01, -0.01, 0.00], [0.00, 0.00, 0.00], [0.00, -0.03, 0.00], [0.00, 0.00, 0.00], [0.00, 0.00, 0.00], [0.02, 0.02, 0.00], [-0.01, 0.00, 0.01], [0.01, 0.00, 0.01], [0.00, 0.00, -0.01], [0.00, 0.00, 0.00], [0.00, 0.00, 0.00], [0.00, 0.00, 0.00], [0.00, 0.00, 0.00], [0.00, 0.00, 0.00], [0.00, 0.00, 0.00], [0.00, 0.00, 0.00], [0.00, 0.00, -0.01], [-0.01, 0.00, 0.01], [0.00, 0.01, -0.01], [0.00, 0.02, -0.01], [0.01, 0.01, 0.00], [-0.01, 0.00, 0.02], [-0.01, -0.01, -0.02], [0.01, 0.00, -0.01], [-0.01, -0.01, 0.05], [0.01, 0.00, 0.00], [-0.02, -0.01, -0.01], [-0.06, -0.04, 0.02], [0.02, -0.03, -0.01], [0.03, 0.03, 0.01], [-0.02, 0.02, 0.01], [-0.01, -0.01, -0.03], [-0.02, -0.01, -0.06], [0.03, 0.06, 0.01], [-0.01, -0.01, 0.00], [0.00, -0.01, 0.01], [0.00, -0.01, 0.01], [0.00, 0.00, 0.00], [0.00, 0.00, 0.00], [0.05, 0.05, 0.07], [0.00, -0.01, 0.01], [0.02, -0.05, 0.01], [-0.04, 0.00, 0.00], [-0.01, 0.00, -0.03], [-0.03, 0.01, 0.01], [0.09, -0.01, -0.01], [0.04, 0.04, 0.06], [0.08, 0.01, 0.04], [0.04, -0.09, 0.00], [-0.10, -0.03, -0.05], [0.04, -0.02, -0.01], [0.00, -0.03, -0.02], [-0.05, 0.04, -0.03], [0.00, 0.00, 0.00], [0.01, 0.01, 0.03], [0.01, 0.00, 0.01], [-0.02, 0.00, 0.00], [-0.01, 0.00, 0.01], [-0.01, 0.01, 0.00], [-0.01, -0.01, 0.01], [-0.02, 0.00, -0.01], [0.00, 0.01, 0.00], [-0.01, 0.00, 0.00], [0.01, 0.01, -0.01], [0.00, -0.01, -0.01], [-0.02, -0.02, 0.02], [0.00, -0.01, -0.02]]
}